Computed, not measured: 2 unconnected molecules or ions with the total composition C2H4N4O at a distorted geometry, with the ωB97M-V functional and the def2-TZVPD basis.

Properties
E_LUMO (spin up / spin down)   0.92 / -2.87 eV
Multiplicity   3
Expectation value of S²   2.01
DFT total energy   -10139.21026 eV
Energy relative to the best compared isomer or geometry (same formula, charge and spin)   35.4 kcal per mole
Net charge   0
HOMO (spin up / spin down)   -0.166 / -0.369 Eh
Gap between HOMO and LUMO (spin up / spin down)   5.431 / 7.179 eV

Geometry (Å):
1 C -0.787 0.614 0.408
2 C 0.215 -1.296 -1.423
3 N -1.766 0.673 -0.320
4 N -0.010 -0.505 -2.298
5 N 1.064 0.400 1.950
6 N 0.316 0.488 0.843
7 O 0.666 -2.206 -0.871
8 H -2.214 1.562 -0.223
9 H -0.513 0.250 -2.481
10 H 1.003 -0.475 2.612
11 H 2.026 0.496 1.802